{
  "formula": "C35H81BBrClF6N4O13PS8",
  "method": "ωB97M-V with the def2-TZVPD basis set",
  "total_charge": 1,
  "homo_ev": -9.6,
  "e_tot_ha": -9763.48404,
  "elements": ["C", "C", "N", "C", "F", "F", "F", "C", "P", "O", "Cl", "C", "S", "C", "C", "C", "N", "B", "O", "N", "C", "C", "C", "O", "C", "C", "N", "C", "C", "C", "O", "C", "C", "O", "C", "F", "F", "F", "C", "C", "O", "Br", "H", "H", "H", "H", "H", "H", "H", "H", "H", "H", "H", "H", "H", "H", "H", "H", "H", "H", "H", "H", "H", "H", "H", "H", "H", "H", "H", "H", "H", "H", "H", "H", "H", "H", "H", "H", "H", "H", "H", "C", "S", "O", "C", "H", "H", "H", "H", "H", "H", "C", "S", "O", "C", "H", "H", "H", "H", "H", "H", "C", "S", "O", "C", "H", "H", "H", "H", "H", "H", "C", "S", "O", "C", "H", "H", "H", "H", "H", "H", "C", "S", "O", "C", "H", "H", "H", "H", "H", "H", "C", "S", "O", "C", "H", "H", "H", "H", "H", "H", "C", "S", "O", "C", "H", "H", "H", "H", "H", "H"],
  "xyz": [[0.56, 2.07, -4.62], [-0.82, 2.78, -4.13], [-0.95, 3.37, -2.72], [0.25, 4.24, -2.50], [1.52, 3.62, -2.07], [0.70, 5.05, -3.70], [0.12, 5.35, -1.48], [-2.13, 4.38, -2.89], [-3.37, 4.11, -4.32], [-4.97, 4.63, -4.06], [-2.76, 5.48, -5.91], [-2.99, 4.66, -1.50], [-3.89, 6.33, -1.47], [-3.73, 3.38, -0.85], [-3.70, 3.63, 0.80], [-4.22, 2.41, 1.72], [-3.25, 2.26, 2.91], [-5.34, 3.18, -1.07], [-6.04, 1.86, -0.84], [-6.39, 4.24, -1.40], [-7.04, 4.78, -0.12], [-7.51, 3.66, -2.27], [-2.88, 2.08, -1.39], [-3.53, 1.46, -2.55], [-3.94, 0.08, -2.39], [-3.66, -0.65, -3.87], [-3.50, -2.16, -3.75], [-2.12, -2.55, -3.23], [-1.86, -4.18, -3.43], [-0.70, -4.79, -2.44], [-1.37, -4.32, -4.83], [-1.21, 2.33, -1.62], [-0.69, 2.64, -0.12], [0.64, 2.24, 0.33], [1.01, 2.82, 1.63], [-0.06, 2.85, 2.65], [2.12, 1.97, 2.20], [1.52, 4.19, 1.40], [-0.78, 0.79, -1.92], [0.71, 0.20, -1.83], [1.90, 0.73, -2.04], [0.86, -1.79, -1.36], [1.56, 2.61, -4.35], [0.59, 0.89, -4.44], [0.58, 2.09, -5.82], [-1.63, 1.92, -4.33], [-0.86, 3.63, -4.98], [-1.73, 5.47, -3.15], [-5.59, 4.17, -4.70], [-2.17, 4.97, -0.67], [-5.07, 6.35, -2.17], [-4.47, 4.53, 0.95], [-2.68, 4.02, 1.21], [-5.25, 2.73, 2.22], [-4.43, 1.39, 1.17], [-2.68, 1.39, 2.81], [-3.85, 2.21, 3.77], [-6.48, 1.86, 0.06], [-8.14, 5.09, -0.44], [-6.45, 5.68, 0.35], [-7.09, 3.87, 0.62], [-7.09, 2.95, -3.12], [-8.14, 4.54, -2.75], [-8.25, 3.04, -1.59], [-3.06, 1.28, -0.52], [-5.07, -0.12, -2.19], [-3.34, -0.57, -1.62], [-2.80, -0.13, -4.47], [-4.67, -0.48, -4.47], [-4.19, -2.46, -3.00], [-2.01, -2.30, -2.09], [-1.27, -1.95, -3.80], [-2.85, -4.76, -3.21], [-0.67, -5.96, -2.39], [0.39, -4.45, -2.82], [-0.80, -4.41, -1.32], [-0.55, -3.73, -4.84], [-1.41, 2.05, 0.63], [-0.75, 3.75, 0.26], [-1.23, 0.33, -2.93], [-1.35, 0.14, -1.09], [1.71, -7.06, 0.38], [1.41, -5.61, 1.42], [0.95, -4.50, 0.52], [3.15, -5.30, 1.82], [0.76, -7.41, -0.01], [2.38, -6.80, -0.45], [2.16, -7.85, 0.99], [3.72, -5.14, 0.90], [3.55, -6.14, 2.38], [3.21, -4.40, 2.44], [-7.38, 5.85, -8.69], [-6.06, 6.20, -7.49], [-5.51, 4.88, -7.04], [-7.15, 6.81, -6.19], [-6.93, 5.42, -9.58], [-8.09, 5.15, -8.27], [-7.88, 6.79, -8.95], [-7.88, 6.05, -5.92], [-7.66, 7.71, -6.53], [-6.54, 7.06, -5.31], [3.99, -7.07, 7.25], [2.91, -7.69, 5.93], [3.76, -8.48, 4.99], [2.60, -6.08, 5.17], [4.34, -7.92, 7.84], [4.84, -6.55, 6.82], [3.42, -6.39, 7.89], [3.54, -5.62, 4.87], [2.08, -5.43, 5.88], [1.97, -6.23, 4.29], [4.69, 6.53, 2.08], [5.31, 5.05, 2.91], [6.74, 5.32, 3.30], [5.35, 4.01, 1.43], [4.62, 7.34, 2.82], [5.38, 6.83, 1.28], [3.70, 6.33, 1.67], [5.99, 4.46, 0.67], [4.34, 3.89, 1.04], [5.75, 3.03, 1.70], [6.70, -9.05, 2.58], [7.58, -9.06, 4.15], [8.52, -7.89, 4.15], [8.56, -10.54, 3.81], [6.04, -8.17, 2.55], [7.41, -9.00, 1.75], [6.09, -9.95, 2.49], [9.16, -10.40, 2.91], [7.89, -11.40, 3.69], [9.23, -10.72, 4.66], [0.02, -11.37, 6.78], [0.91, -11.38, 8.35], [1.85, -10.21, 8.35], [1.88, -12.87, 8.01], [-0.63, -10.50, 6.75], [0.73, -11.32, 5.95], [-0.59, -12.28, 6.70], [2.48, -12.72, 7.11], [1.21, -13.72, 7.89], [2.55, -13.04, 8.86], [8.08, 9.72, 0.74], [7.78, 9.16, 2.43], [8.65, 9.98, 3.34], [8.57, 7.54, 2.24], [7.70, 10.74, 0.63], [9.15, 9.71, 0.52], [7.55, 9.06, 0.04], [9.61, 7.67, 1.93], [8.03, 6.96, 1.49], [8.53, 7.02, 3.20]]
}

{
  "formula": "C4HCl2NO",
  "method": "ωB97M-V with the def2-TZVPD basis set",
  "smiles": "N#CC(C=O)=C(Cl)Cl",
  "homo_ev": -9.9,
  "e_above_lowest_kcal_mol": 67.1,
  "e_tot_ha": -1203.21367,
  "elements": ["C", "C", "C", "C", "H", "N", "O", "Cl", "Cl"],
  "xyz": [[1.46, -0.05, -0.04], [0.10, 0.15, -0.12], [-1.13, -0.95, -0.11], [-0.44, 1.43, 0.00], [-1.99, -0.24, -0.14], [-1.53, 2.27, 0.49], [-1.14, -2.16, -0.26], [2.64, 1.23, -0.16], [2.03, -1.68, 0.34]]
}

{
  "formula": "C43H57AsFIN7O7PSc",
  "method": "ωB97M-V with the def2-TZVPD basis set",
  "total_charge": 1,
  "homo_ev": -9.2,
  "e_above_lowest_kcal_mol": 22.5,
  "e_tot_ha": -6318.26235,
  "elements": ["Sc", "C", "C", "N", "C", "C", "C", "C", "C", "C", "C", "C", "C", "N", "C", "H", "H", "H", "H", "H", "H", "H", "H", "F", "C", "C", "C", "C", "O", "C", "C", "N", "C", "C", "C", "C", "C", "C", "N", "C", "C", "N", "C", "C", "C", "O", "O", "H", "H", "H", "H", "H", "H", "H", "H", "H", "H", "H", "H", "H", "H", "H", "H", "H", "H", "I", "N", "C", "C", "N", "C", "H", "H", "H", "H", "C", "As", "C", "C", "H", "H", "H", "H", "H", "H", "H", "H", "H", "C", "C", "C", "C", "O", "P", "O", "O", "O", "C", "C", "C", "C", "H", "H", "H", "H", "H", "H", "H", "H", "H", "H", "H", "H", "H", "H", "H", "H", "H", "H"],
  "xyz": [[0.02, 1.29, 1.10], [4.11, 1.34, 3.09], [2.80, 1.10, 2.72], [2.11, 1.98, 2.00], [2.65, 3.10, 1.57], [4.01, 3.37, 1.87], [4.71, 2.51, 2.67], [4.64, 4.55, 1.32], [3.92, 5.42, 0.60], [2.49, 5.21, 0.35], [1.68, 6.07, -0.42], [0.40, 5.73, -0.73], [-0.09, 4.52, -0.25], [0.63, 3.66, 0.50], [1.90, 3.99, 0.74], [4.61, 0.66, 3.75], [2.32, 0.19, 3.04], [5.72, 2.73, 3.00], [5.72, 4.70, 1.51], [4.42, 6.31, 0.27], [2.08, 7.00, -0.78], [-0.24, 6.41, -1.31], [-1.08, 4.15, -0.38], [-1.75, -5.41, -3.02], [-1.09, -4.25, -3.24], [-0.27, -3.70, -2.29], [0.33, -2.46, -2.57], [1.18, -1.87, -1.53], [1.52, -2.48, -0.49], [1.65, -0.55, -1.89], [1.38, 0.06, -3.04], [0.56, -0.53, -3.99], [0.23, 0.18, -5.23], [-0.01, 1.65, -5.09], [-1.18, 0.72, -5.32], [0.01, -1.75, -3.71], [-0.80, -2.35, -4.71], [-1.31, -3.64, -4.49], [-2.14, -4.17, -5.50], [-1.67, -5.37, -6.15], [-2.47, -5.50, -7.48], [-3.93, -5.44, -7.19], [-4.32, -4.21, -6.47], [-3.54, -4.20, -5.17], [2.20, 0.29, -0.75], [3.16, 1.04, -0.86], [1.43, 0.17, 0.27], [0.05, -4.22, -1.37], [1.82, 1.00, -3.24], [0.65, -0.25, -6.17], [0.25, 2.29, -5.96], [-0.05, 2.12, -4.07], [-1.69, 0.70, -6.28], [-1.77, 0.49, -4.43], [-1.03, -1.84, -5.66], [-1.81, -6.29, -5.57], [-0.59, -5.28, -6.29], [-2.21, -6.47, -8.00], [-2.22, -4.68, -8.13], [-4.28, -6.22, -6.68], [-4.33, -5.54, -8.17], [-5.36, -4.20, -6.24], [-3.98, -3.37, -7.10], [-3.81, -5.00, -4.52], [-3.81, -3.26, -4.67], [-1.40, 1.34, -1.55], [-1.71, -2.83, 0.83], [-1.19, -2.94, 2.12], [-0.70, -1.76, 2.42], [-0.90, -0.83, 1.38], [-1.49, -1.58, 0.45], [-2.15, -3.52, 0.27], [-1.16, -3.89, 2.64], [-0.24, -1.38, 3.34], [-1.91, -1.21, -0.45], [6.98, -3.15, 1.75], [5.65, -3.76, 0.46], [4.22, -2.66, 1.08], [5.11, -5.46, 1.30], [6.60, -3.17, 2.73], [7.23, -2.15, 1.44], [7.86, -3.73, 1.66], [4.15, -2.64, 2.18], [3.24, -2.98, 0.73], [4.34, -1.66, 0.70], [5.94, -5.98, 1.66], [4.55, -6.03, 0.56], [4.40, -5.27, 2.10], [-0.92, 4.22, 6.25], [-0.57, 3.87, 4.81], [-0.77, 5.12, 3.91], [0.82, 3.30, 4.68], [-1.59, 2.88, 4.42], [-1.65, 1.89, 3.20], [-1.72, 2.59, 1.85], [-0.42, 1.04, 3.20], [-2.90, 1.01, 3.57], [-4.19, 1.46, 4.06], [-5.17, 0.44, 3.43], [-4.19, 1.39, 5.56], [-4.51, 2.88, 3.64], [-0.16, 4.92, 6.65], [-0.82, 3.38, 6.94], [-1.81, 4.74, 6.37], [0.02, 5.85, 4.15], [-1.73, 5.58, 4.26], [-0.76, 4.85, 2.87], [1.54, 4.07, 4.90], [0.95, 2.81, 3.76], [1.01, 2.52, 5.39], [-4.74, -0.56, 3.61], [-5.38, 0.59, 2.38], [-6.15, 0.50, 3.98], [-4.14, 0.33, 5.97], [-5.03, 1.88, 6.05], [-3.32, 1.88, 5.99], [-4.21, 3.04, 2.59], [-3.96, 3.61, 4.22], [-5.52, 3.02, 3.75]]
}